ORCA calculation (ωB97M-V/def2-TZVPD) on 2 unconnected molecules or ions with the total composition C4H9FN2S in a non-equilibrium geometry.

Properties
Kohn-Sham gap ... 8.878 eV
Largest force on an atom ... 3.85 eV Å⁻¹
Highest occupied orbital energy ... -8.0966 eV
ΔE to the lowest compared entry with this formula, charge and spin ... 2.859 eV

Last column: Löwdin charge in e.
Atoms and positions in Å:
C  0.70380  -1.99904  -0.33752  -0.29
C  0.91181  -2.14328  0.95995  0.04
C  0.34626  0.76013  -0.23046  -0.29
C  -0.29190  2.10908  -0.53861  -0.90
H  1.21923  -1.30037  -0.98504  0.11
H  1.65295  -1.52925  1.45384  0.09
H  0.35191  -2.86324  1.54449  0.09
H  -0.46479  -0.05537  1.47036  0.10
H  -0.36134  -1.11511  0.22745  -0.04
H  0.61696  0.32395  -1.19964  0.11
H  1.28602  0.95357  0.29964  0.11
H  -2.13914  2.95203  -0.60311  0.10
H  -2.06355  1.26363  -0.08318  0.09
N  -0.56745  -0.14343  0.46375  -0.02
N  -1.61341  2.11746  -0.39528  0.08
F  -0.20181  -2.73115  -1.00533  0.05
S  0.61446  3.40039  -1.04131  0.58


ORCA calculation (ωB97M-V/def2-TZVPD) on a molecular structure, C18H26HgN3O8P2 in a non-equilibrium geometry.

Properties
Kohn-Sham gap (spin up / spin down) ... 4.957 / 4.959 eV
Largest force on an atom ... 6.52 eV Å⁻¹
Net charge ... +1
Highest occupied orbital energy (spin up / spin down) ... -10.5711 / -10.5727 eV

Last column: Löwdin charge in e.
Atoms and positions in Å:
Hg  0.07181  -0.14211  -0.34197  1.02
P  -2.18389  0.28519  -0.73357  0.80
C  -2.04819  0.67509  -2.49407  -0.26
C  -0.76929  1.20459  -2.98467  -0.37
N  0.32111  0.92489  -2.23167  -0.06
C  1.54631  1.31849  -2.66027  -0.31
C  1.71761  2.04289  -3.84227  -0.03
C  0.58691  2.35019  -4.60647  -0.02
C  -0.67499  1.92349  -4.17777  -0.02
C  2.72191  0.94589  -1.76127  -0.23
P  2.32321  -0.55921  -0.67637  0.85
H  -1.55489  2.14019  -4.76457  0.12
H  2.70041  2.35819  -4.16107  0.12
H  0.68851  2.90679  -5.52677  0.12
H  3.61741  0.74879  -2.35077  0.10
H  2.93471  1.79389  -1.10997  0.10
H  -2.19649  -1.35751  -4.35877  0.04
H  -2.95659  0.94049  -3.01437  0.06
H  -0.63559  -3.80041  -2.93707  0.07
O  -1.97529  -2.30461  -4.67497  -0.13
H  -2.64679  -2.57441  -5.36857  0.07
H  -0.20509  -1.55861  0.12453  0.02
O  -0.11409  -4.24571  -2.15977  -0.12
H  0.63521  -3.62761  -1.91887  0.00
C  2.86351  -1.96121  -1.81297  -0.20
H  3.89911  -1.82361  -2.12397  0.06
H  2.78161  -2.91881  -1.29757  0.05
H  2.23641  -1.98811  -2.70477  0.05
C  3.69461  -0.49151  0.60953  -0.19
H  3.67961  -1.39411  1.22053  0.05
H  4.66891  -0.41151  0.12753  0.06
H  3.55251  0.37189  1.26033  0.05
C  -2.95679  1.75029  0.04383  -0.19
H  -3.92689  1.96259  -0.40377  0.07
H  -3.09879  1.58229  1.11103  0.06
H  -2.32109  2.62689  -0.07777  0.06
C  -3.34369  -1.12181  -0.57717  -0.22
H  -3.55279  -1.32161  0.47343  0.05
H  -4.28749  -0.90701  -1.07707  0.06
H  -2.92039  -2.02831  -1.00887  0.05
O  -0.35789  3.33019  2.06543  0.01
C  -0.18279  2.04319  1.86373  -0.50
O  -0.07509  1.63919  0.61193  -0.31
C  -0.16909  1.13129  3.03313  -0.11
C  0.21281  -0.21091  2.91983  0.04
C  0.23091  -1.05771  4.04553  -0.10
C  -0.14999  -0.53621  5.29683  0.13
C  -0.53709  0.80859  5.43513  -0.09
C  -0.53579  1.63119  4.29623  0.11
N  -0.92419  1.33119  6.71003  -0.38
O  -0.92629  0.63059  7.67723  0.12
O  -1.25759  2.47319  6.82133  0.12
N  0.63571  -2.42351  3.92273  -0.39
O  0.96471  -2.86451  2.86253  0.07
O  0.65781  -3.13771  4.88003  0.13
H  0.51581  -0.59361  1.96313  0.02
H  -0.14229  -1.17791  6.16853  0.14
H  -0.83209  2.66809  4.39573  0.14


ORCA calculation (ωB97M-V/def2-TZVPD) on a molecular structure, C43H56MoN4PSb2.

Properties
Kohn-Sham gap (spin up / spin down) ... 6.227 / 5.142 eV
Largest force on an atom ... 0.61 eV Å⁻¹
Net charge ... +3
Highest occupied orbital energy (spin up / spin down) ... -15.5246 / -15.5473 eV
ΔE to the lowest compared entry with this formula, charge and spin ... 0.000 eV
Multiplicity ... 3

Last column: Löwdin charge in e.
Atoms and positions in Å:
Mo  -0.11172  0.72002  -0.54899  1.01
C  4.80964  2.01567  -3.70888  -0.01
C  4.12371  3.09069  -3.15874  -0.02
C  3.21767  2.88073  -2.13995  0.01
C  2.94022  1.57063  -1.68382  -0.26
C  3.63134  0.49343  -2.25865  -0.03
C  4.56868  0.72459  -3.24502  -0.02
N  1.98410  1.43527  -0.66366  0.02
C  2.19134  2.39788  0.32225  -0.31
C  3.44401  2.73046  0.84573  0.01
C  3.53376  3.79005  1.73584  -0.01
C  2.41327  4.54833  2.06881  -0.01
C  1.16564  4.24792  1.53316  0.00
C  1.07646  3.14774  0.69871  -0.27
N  -0.06430  2.73404  -0.03299  -0.18
N  -0.86421  3.63820  -0.40603  0.16
C  -1.74006  3.14252  -1.34197  -0.32
C  -2.66216  3.98796  -1.95612  0.04
C  -3.43521  3.48149  -2.97716  0.01
C  -3.24550  2.15238  -3.36156  0.00
C  -2.32081  1.37487  -2.70314  -0.16
N  -1.56867  1.83988  -1.67856  -0.11
H  5.53595  2.17996  -4.49285  0.13
H  4.30244  4.09256  -3.52321  0.13
H  2.67466  3.71814  -1.72209  0.13
H  3.48018  -0.50259  -1.87949  0.08
H  5.13420  -0.10353  -3.65031  0.13
H  4.31661  2.15881  0.56001  0.14
H  4.49430  4.05088  2.15840  0.13
H  2.51798  5.39319  2.73533  0.13
H  0.30053  4.86253  1.73660  0.13
H  -2.72974  5.01512  -1.62903  0.14
H  -4.16065  4.10370  -3.48180  0.14
H  -3.81155  1.72082  -4.17470  0.13
H  -2.16208  0.34085  -2.98051  0.09
C  -1.50128  2.49457  2.82773  -0.24
Sb  -0.37323  0.76896  2.32244  1.39
C  1.47482  1.07497  3.33782  -0.24
C  -1.28818  -0.65361  3.67385  -0.26
C  -2.74360  -0.41876  3.89312  -0.30
C  -3.16492  0.25791  5.03499  -0.05
C  -4.51205  0.47819  5.27405  -0.04
C  -5.45917  0.01660  4.36957  -0.04
C  -5.05340  -0.66140  3.23139  -0.04
C  -3.70180  -0.88526  2.97675  -0.30
C  -3.29692  -1.61845  1.74462  -0.28
Sb  -2.79904  -0.31651  0.09098  1.35
C  -4.03725  -1.22419  -1.39446  -0.25
C  -4.05974  1.32660  0.56884  -0.24
H  -2.17609  2.23138  3.64058  0.02
H  -2.08592  2.84840  1.98233  0.00
H  -0.82699  3.27743  3.16210  0.02
H  1.53161  0.37339  4.16807  0.03
H  1.48550  2.09319  3.72299  0.03
H  2.32751  0.93170  2.68441  -0.02
H  -0.72350  -0.47483  4.58969  0.08
H  -1.06680  -1.66830  3.34687  0.05
H  -2.43342  0.59095  5.76125  0.13
H  -4.82317  0.99139  6.17343  0.12
H  -6.51221  0.16934  4.55797  0.12
H  -5.79859  -1.04436  2.54485  0.12
H  -4.13337  -2.20352  1.36008  0.08
H  -2.47509  -2.31055  1.91155  0.04
H  -5.02558  -1.27982  -0.93948  0.03
H  -3.70527  -2.22795  -1.64017  0.01
H  -4.10752  -0.62100  -2.29430  0.01
H  -5.08347  1.05217  0.31659  0.04
H  -3.78781  2.22526  0.01960  0.00
H  -4.00927  1.51659  1.63988  0.01
C  0.42960  -3.35514  1.37944  -0.08
C  0.12800  -3.49427  -0.11993  -0.65
C  -1.36655  -3.76333  -0.30060  -0.09
C  0.88580  -4.71265  -0.66928  -0.05
P  0.75327  -1.87982  -0.87393  1.11
C  2.49469  -1.97400  -0.35048  -0.40
C  2.88632  -1.18727  0.72812  -0.15
C  4.17160  -1.25047  1.23857  -0.05
C  5.09800  -2.11067  0.66651  -0.03
C  4.71656  -2.92683  -0.38968  -0.03
C  3.42217  -2.87354  -0.88499  -0.10
C  0.61491  -1.88478  -2.75869  -0.65
C  0.64755  -0.41511  -3.19802  -0.09
C  -0.75218  -2.45749  -3.15444  -0.08
C  1.69193  -2.61953  -3.56027  -0.06
H  0.01383  -4.21249  1.91007  0.11
H  -0.02582  -2.44427  1.78866  0.04
H  1.49693  -3.32502  1.58611  0.09
H  -1.66903  -4.51200  0.43324  0.11
H  -1.60504  -4.16700  -1.27827  0.08
H  -1.98699  -2.88577  -0.13636  0.00
H  0.46400  -5.60524  -0.20411  0.11
H  1.94735  -4.69311  -0.42456  0.08
H  0.76408  -4.82753  -1.74610  0.08
H  2.16692  -0.52158  1.18699  0.03
H  4.45048  -0.64080  2.08858  0.11
H  6.10531  -2.16377  1.05534  0.12
H  5.42612  -3.61944  -0.82102  0.13
H  3.15043  -3.54230  -1.68966  0.09
H  0.06506  0.27855  -2.53223  0.00
H  0.16135  -0.29051  -4.16848  0.12
H  1.64750  -0.00345  -3.26067  0.06
H  -1.57162  -2.03415  -2.56573  0.05
H  -0.77846  -3.53906  -3.05777  0.08
H  -0.93718  -2.22766  -4.20466  0.10
H  2.68190  -2.18770  -3.41955  0.08
H  1.44518  -2.53413  -4.62046  0.11
H  1.73119  -3.68235  -3.32731  0.08


ORCA calculation (ωB97M-V/def2-TZVPD) on a single C4H5N2P molecule in a non-equilibrium geometry.

Properties
Kohn-Sham gap ... 8.978 eV
Largest force on an atom ... 1.00 eV Å⁻¹
Highest occupied orbital energy ... -9.0961 eV
ΔE to the lowest compared entry with this formula, charge and spin ... 0.124 eV

Last column: Löwdin charge in e.
Atoms and positions in Å:
C  0.61298  -0.27913  -0.94044  -0.15
C  0.12537  0.07087  -2.16109  -0.16
C  -1.31812  0.72395  -0.75365  -0.27
C  0.63933  -0.37464  2.54456  -0.33
N  -0.30924  0.15285  -0.01008  -0.33
N  -1.09571  0.68629  -2.02348  0.06
P  -0.63604  -0.59517  1.51547  0.92
H  1.49897  -0.79879  -0.63130  0.10
H  0.58970  -0.07855  -3.11580  0.09
H  -2.16556  1.20188  -0.30421  0.10
H  1.57499  0.12054  2.36983  -0.01
H  0.48333  -0.83009  3.51019  -0.02


ORCA calculation (ωB97M-V/def2-TZVPD) on 2 unconnected molecules or ions with the total composition C5H10Br2NO in a non-equilibrium geometry.

Properties
Kohn-Sham gap ... 9.984 eV
Largest force on an atom ... 4.39 eV Å⁻¹
Net charge ... +1
Highest occupied orbital energy ... -13.9998 eV
ΔE to the lowest compared entry with this formula, charge and spin ... 1.952 eV

Last column: Löwdin charge in e.
Atoms and positions in Å:
C  -0.24828  -1.42783  -0.50753  -0.04
C  -0.06224  -1.49077  0.76526  -0.18
C  -0.40651  -0.52550  -1.63070  -0.16
C  -0.95423  0.86954  -1.44787  -0.20
C  -0.34081  1.49536  -0.20276  -0.64
N  0.21792  -1.89180  1.93031  0.16
O  -0.53289  2.90862  -0.27466  -0.03
Br  2.84730  -0.17168  1.80447  0.60
Br  -1.24508  0.87440  1.46399  0.83
H  0.04106  -2.37180  -0.81589  0.14
H  -0.80339  -0.89582  -2.63154  0.17
H  0.60989  -0.34675  -1.78080  0.12
H  -0.58751  1.51344  -2.25105  0.14
H  -2.06794  0.91633  -1.39123  0.14
H  0.66286  1.23049  0.00184  0.06
H  3.52885  0.28645  2.80967  -0.33
H  -0.48733  -2.15967  2.54022  0.12
H  1.09734  -1.72537  2.43336  0.05
H  -1.26901  2.91238  -0.81509  0.04


ORCA calculation (ωB97M-V/def2-TZVPD) on 9 unconnected molecules or ions with the total composition H20NO8 in a non-equilibrium geometry.

Properties
Kohn-Sham gap ... 10.635 eV
Largest force on an atom ... 6.50 eV Å⁻¹
Net charge ... +1
Highest occupied orbital energy ... -13.6254 eV
ΔE to the lowest compared entry with this formula, charge and spin ... 2.914 eV

Last column: Löwdin charge in e.
Atoms and positions in Å:
N  0.01202  0.74326  0.18831  0.35
H  0.47524  1.62449  0.33932  0.14
H  0.71547  0.00973  0.03614  0.11
H  -0.50867  0.60785  -0.57629  0.04
H  -0.34852  0.39063  1.11525  0.15
O  -0.13502  1.48607  3.46805  -0.12
H  0.57865  1.78509  4.17745  0.12
H  -0.16107  0.53019  3.69495  0.04
O  0.10619  -1.73327  -2.24740  -0.02
H  -0.35840  -2.13042  -2.89448  -0.03
H  0.43366  -1.06433  -2.90134  0.08
O  1.29977  -2.09799  0.94360  -0.02
H  2.14836  -2.26690  1.35130  0.04
H  1.49026  -2.52861  0.13532  0.02
O  3.53894  -0.29741  -0.08732  -0.02
H  4.39571  -0.31311  -0.43631  0.03
H  3.49331  -1.25476  -0.06696  0.04
O  -3.13613  -1.55497  2.61037  -0.05
H  -2.86182  -0.79527  1.97176  0.04
H  -4.01682  -1.62688  2.48125  -0.04
O  -1.27023  2.00013  -2.68003  -0.03
H  -2.10386  1.91233  -3.14890  0.05
H  -1.47598  2.67246  -2.06043  0.01
O  2.06634  1.66317  -2.02574  -0.14
H  2.19729  2.65055  -2.00631  0.06
H  2.89148  1.19462  -1.54798  0.08
O  -2.78888  -0.65355  0.07648  -0.07
H  -3.15993  0.27491  0.19470  0.10
H  -3.51736  -1.22799  -0.10475  0.05


ORCA calculation (ωB97M-V/def2-TZVPD) on 2 unconnected molecules or ions with the total composition C3H8N2S in a non-equilibrium geometry.

Properties
Kohn-Sham gap ... 8.093 eV
Largest force on an atom ... 5.25 eV Å⁻¹
Highest occupied orbital energy ... -7.9598 eV
ΔE to the lowest compared entry with this formula, charge and spin ... 4.262 eV

Last column: Löwdin charge in e.
Atoms and positions in Å:
C  0.63311  -0.23521  -0.03621  -0.82
C  1.86195  -0.40205  -0.85204  -0.14
C  -0.42605  0.32900  -0.93639  -0.12
N  -2.06603  0.03920  2.03615  -0.16
N  -2.41218  1.13589  2.45703  -0.02
S  0.44599  -0.66934  1.50041  0.78
H  1.81401  -0.92965  -1.76142  0.07
H  2.35370  0.46589  -1.12176  0.06
H  2.58842  -1.00964  -0.17184  0.10
H  -1.40411  0.79234  -0.51880  0.11
H  -0.03548  0.96663  -1.59993  0.03
H  -0.90404  -0.39162  -1.48652  0.06
H  -2.61935  1.09670  3.45584  0.03
H  -2.09908  -0.83812  2.56867  0.03


ORCA calculation (ωB97M-V/def2-TZVPD) on a gas-phase ion, C3H11N2S (charge +1).

Properties
Kohn-Sham gap ... 10.377 eV
Largest force on an atom ... 0.78 eV Å⁻¹
Net charge ... +1
Highest occupied orbital energy ... -13.5158 eV
ΔE to the lowest compared entry with this formula, charge and spin ... 0.376 eV

Last column: Löwdin charge in e.
Atoms and positions in Å:
N  -0.27237  1.24609  -0.64985  0.18
C  -0.41169  -0.01614  0.16568  -0.40
C  0.91662  -0.69582  0.38711  -0.49
S  1.72332  -0.99121  -1.22324  0.78
C  -1.19329  0.35460  1.42353  -0.21
N  -2.48031  0.88331  0.99792  0.01
H  -1.24054  1.57661  -0.77557  0.16
H  0.23023  1.96917  -0.13119  0.17
H  0.26916  1.03669  -1.50517  0.12
H  -1.04491  -0.62931  -0.47335  0.15
H  1.57018  -0.14196  1.06204  0.10
H  0.73175  -1.66031  0.86041  0.09
H  2.94391  -0.51674  -0.94283  -0.12
H  -0.68139  1.16486  1.93884  0.13
H  -1.26877  -0.55468  2.02670  0.13
H  -2.83393  1.61622  1.59185  0.09
H  -3.19877  0.18737  0.83178  0.10


no.,energy (eV)
1,-20824.26122
2,-62674.29369
3,-75654.07871
4,-16496.82272
5,-148960.12608
6,-18187.34371
7,-17052.46819
8,-17098.63770